# 1
65
Properties=species:S:1:pos:R:3:mulliken_charge:R:1 method="wB97M-V/def2-TZVPD" lumo_ev=-6.20 homo_lumo_gap_ha=0.267 homo_ev=-13.459 max_force_ev_per_a=0.3 total_charge=+2
Bi 0.627 -0.033 -0.420 1.575
S -0.133 -0.584 -3.334 0.155
S -2.045 1.012 -0.989 0.141
S 0.881 2.507 -2.135 -0.017
O 4.969 -0.343 -1.717 -0.722
O 0.009 1.329 1.233 -0.953
O 2.897 -0.319 -2.305 -0.594
N 3.294 -0.387 -0.184 -0.470
N 3.788 -0.340 -1.452 1.024
N 2.097 -0.523 2.122 -0.343
N 0.521 -2.546 -0.732 0.373
N 3.495 -0.532 2.057 -0.501
N -1.323 -0.346 2.113 -1.138
N 5.448 -0.478 0.857 -0.341
N -0.756 -1.134 1.145 1.501
C -0.771 3.258 -2.223 -0.847
C -1.002 -2.397 1.134 0.585
C -2.385 3.685 4.906 -0.420
C -1.895 -3.068 2.122 -1.887
C -1.709 2.796 -1.117 -0.529
C -2.422 1.479 3.956 -0.253
C 1.153 1.874 -3.815 -0.679
C -0.895 0.893 2.068 0.341
C -1.382 4.059 4.023 -0.979
C -2.904 2.396 4.872 -0.776
C 0.129 0.893 -4.369 -0.961
C 0.164 -5.260 -1.025 -0.597
C 1.039 -4.579 -1.852 -1.032
C 4.124 -0.465 0.864 0.457
C 1.186 -3.211 -1.674 -0.149
C -0.325 -3.200 0.080 0.470
C -0.897 3.145 3.102 -0.247
C -0.531 -4.564 -0.043 -0.935
C -1.415 1.850 3.064 0.571
C -1.940 -0.669 -3.228 -0.824
C -2.631 0.557 -2.646 -0.866
H -1.309 3.043 -0.132 0.115
H -1.184 3.065 -3.211 0.416
H 1.774 0.322 2.583 0.298
H -0.644 4.336 -2.133 0.570
H 0.481 0.543 -5.339 0.545
H 1.598 -5.090 -2.622 0.469
H -2.820 0.475 3.916 0.457
H 1.777 -1.339 2.632 0.262
H 5.923 -0.411 -0.031 0.222
H -2.525 1.425 -3.292 0.481
H -1.339 -3.816 2.692 0.394
H -2.314 -2.338 2.804 0.321
H 0.020 -6.326 -1.137 0.450
H -2.675 3.293 -1.217 0.561
H -1.215 -5.079 0.616 0.471
H -2.336 -0.871 -4.223 0.537
H -2.763 4.398 5.626 0.420
H -3.686 2.110 5.561 0.432
H 2.135 1.408 -3.750 0.356
H -0.837 1.367 -4.528 0.490
H -3.697 0.349 -2.559 0.549
H -0.112 3.425 2.413 0.445
H 1.234 2.728 -4.488 0.553
H -0.979 5.062 4.054 0.433
H 4.037 -0.489 2.907 0.179
H 1.845 -2.626 -2.302 0.484
H -2.702 -3.592 1.607 0.408
H 5.982 -0.576 1.705 0.172
H -2.133 -1.551 -2.614 0.374

# 2
18
Properties=species:S:1:pos:R:3:mulliken_charge:R:1 method="wB97M-V/def2-TZVPD" smiles=CSCCC[NH3+] lumo_ev=-3.30 homo_lumo_gap_ha=0.348 homo_ev=-12.782 max_force_ev_per_a=1.7 total_charge=+1
S 0.014 1.201 -0.040 -0.147
N -1.788 -1.032 -0.565 -0.205
C 0.920 2.464 0.943 -0.875
C 1.199 -0.190 -0.036 -0.683
C 0.565 -1.533 0.314 -0.544
C -0.628 -2.061 -0.489 -0.580
H 0.136 3.189 1.186 0.355
H 1.655 -0.174 -0.987 0.407
H 1.724 2.812 0.322 0.326
H 1.313 -2.296 0.159 0.335
H -2.217 -0.866 0.343 0.383
H 1.202 1.961 1.849 0.294
H -1.085 -2.924 0.001 0.368
H -0.361 -2.207 -1.539 0.374
H 1.975 -0.019 0.704 0.385
H -1.362 -0.150 -0.831 0.139
H 0.202 -1.468 1.327 0.305
H -2.445 -1.267 -1.279 0.365

# 3
118
Properties=species:S:1:pos:R:3:lowdin_spin:R:1 method="wB97M-V/def2-TZVPD" lumo_ev="-2.84 / -2.84" spin_multiplicity=2 homo_lumo_gap_ha="0.258 / 0.288" homo_ev="-9.871 / -10.679" max_force_ev_per_a=3.7 total_charge=+1
Br -1.015 -3.515 -3.156 0.000
S 3.890 -0.279 0.149 0.000
P 0.879 -0.830 -2.686 0.000
F 1.042 -0.881 0.077 0.000
O 1.676 5.366 0.562 0.554
O -8.919 -1.874 2.796 0.000
O -1.491 -1.963 0.187 0.000
O 0.986 -1.226 -4.271 0.000
O -7.207 -2.722 3.856 0.000
O -1.558 0.426 1.013 0.000
O -0.667 -0.416 -2.403 0.000
N 3.123 -4.916 -5.408 0.000
N 1.179 5.784 -0.559 0.353
N 1.094 -3.276 0.445 0.000
N 1.795 0.371 -2.410 0.000
C -5.765 -2.627 3.787 0.000
C 1.553 7.220 -0.731 0.026
C 1.359 -2.316 -1.685 0.000
C 2.989 7.400 -1.248 0.015
C -0.170 1.679 2.581 0.000
C 1.453 8.015 0.575 -0.001
C 1.385 3.379 -1.201 -0.001
C 2.164 -4.218 -4.506 0.000
C 0.527 7.920 -1.656 0.002
C -5.165 -2.774 5.198 0.000
C -7.168 -2.415 1.361 0.000
C 1.597 4.829 -1.635 0.026
C -3.837 -1.994 5.311 0.000
C -2.587 -2.857 4.979 0.000
C 4.714 1.511 -1.715 0.000
C 1.224 -4.959 -2.174 0.000
C 3.059 5.028 -2.044 0.014
C 0.719 4.975 -2.895 0.002
C -1.744 -2.292 3.805 0.000
C -0.251 -2.580 3.976 0.000
C 1.490 -5.316 -3.650 0.000
C 3.193 -1.957 0.152 0.000
C 1.671 -2.039 -0.147 0.000
C 0.547 -2.179 2.698 0.000
C -2.844 -0.157 0.927 0.000
C 3.373 6.479 -2.402 0.001
C 4.762 -0.018 -1.430 0.000
C -7.839 -2.298 2.735 0.000
C 0.461 -3.631 -1.867 0.000
C -2.776 -1.387 -0.001 0.000
C 1.028 -3.430 1.937 0.000
C -1.540 1.512 1.913 0.000
C -0.040 -3.792 -0.379 0.000
C -1.443 -3.352 -0.002 0.000
H 2.747 -3.503 -3.915 0.000
H 2.858 6.780 -3.318 0.000
H 3.285 -4.340 -6.228 0.000
H 1.821 -3.958 0.188 0.000
H 0.480 7.878 1.049 0.000
H -0.048 -4.846 -0.073 0.000
H 0.927 5.872 -3.475 0.000
H -4.986 -3.839 5.348 0.000
H 1.444 -1.663 3.055 0.000
H -0.158 1.278 3.599 0.000
H -5.422 -3.478 3.186 0.000
H 0.898 4.142 -3.577 0.000
H -6.660 -1.472 1.132 0.000
H 1.578 9.079 0.367 0.000
H 4.003 -4.997 -4.910 0.000
H -5.911 -2.379 5.890 0.000
H -3.606 -2.047 0.278 0.000
H 3.722 4.712 -1.231 0.003
H -2.283 1.372 2.714 0.000
H 4.136 2.033 -0.951 0.000
H -3.748 -1.721 6.367 0.000
H -6.466 -3.248 1.319 0.000
H 3.146 8.439 -1.544 0.001
H -0.342 4.963 -2.638 0.001
H -2.202 -3.699 -0.709 0.000
H 0.728 -5.824 -1.724 0.000
H -7.954 -2.522 0.618 0.000
H -1.936 -2.889 5.856 0.000
H -2.845 -1.018 -1.030 0.000
H -0.046 -3.636 4.195 0.000
H -1.682 -3.833 0.967 0.000
H -1.798 2.466 1.432 0.000
H 1.414 -3.756 -5.143 0.000
H -1.937 -1.233 3.618 0.000
H -3.141 -0.454 1.941 0.000
H -2.927 -3.851 4.681 0.000
H 2.223 7.736 1.293 0.000
H 0.611 -5.713 -4.156 0.000
H 0.977 8.774 -2.166 0.000
H 2.351 -2.576 -2.073 0.000
H 4.441 6.579 -2.607 0.001
H -1.212 -0.720 -3.146 0.000
H -2.059 -2.833 2.897 0.000
H 2.204 -6.147 -3.635 0.000
H -5.500 -1.669 3.330 0.000
H 5.790 -0.382 -1.434 0.000
H 0.309 -4.233 2.138 0.000
H 2.048 3.083 -0.388 -0.001
H 2.206 -4.877 -1.672 0.000
H 3.691 7.214 -0.428 0.002
H 1.965 -3.781 2.370 0.000
H 0.627 1.206 1.998 0.000
H 3.764 -2.611 -0.513 0.000
H -3.522 0.570 0.458 0.000
H 5.712 1.943 -1.794 0.000
H 4.185 1.659 -2.656 0.000
H 3.356 -2.332 1.171 0.000
H 0.092 7.283 -2.419 0.001
H 1.584 2.700 -2.025 0.000
H -3.881 -1.057 4.748 0.000
H 0.106 2.732 2.674 0.000
H -0.322 8.294 -1.081 0.000
H 0.107 -2.007 4.837 0.000
H 4.203 -0.533 -2.212 0.000
H 0.354 3.215 -0.880 0.000
H 0.105 -1.253 -4.676 0.000
H 3.293 4.383 -2.896 0.001
H 2.275 0.640 -3.264 0.000
H -0.080 -1.503 2.111 0.000

# 4
73
Properties=species:S:1:pos:R:3:mulliken_charge:R:1 method="wB97M-V/def2-TZVPD" lumo_ev=-10.56 homo_lumo_gap_ha=0.122 homo_ev=-13.878 max_force_ev_per_a=4.3 total_charge=+3
Bi 0.271 0.034 1.022 1.221
P -0.734 2.183 -0.456 0.373
P 2.378 1.189 2.399 0.659
P -1.669 -0.119 4.330 0.968
P 2.021 -0.538 -1.078 0.592
O -1.956 0.521 -5.845 -0.504
O -0.914 0.425 3.110 -0.923
C -0.434 -2.409 0.816 -0.648
C -3.296 -1.319 -6.734 -0.594
C 1.979 1.555 4.124 -1.013
C 0.584 -2.387 1.790 -0.509
C -0.499 -0.579 5.627 -1.226
C -1.248 -1.683 -5.436 -0.257
C -3.511 -2.693 -6.755 -0.501
C -1.485 -3.058 -5.459 -0.255
C 2.834 -2.149 -0.863 -1.289
C 1.030 -0.701 -2.603 -1.402
C 3.360 0.641 -1.415 -1.140
C -2.763 1.154 4.910 -1.135
C 3.014 2.766 1.745 -1.151
C -2.051 1.547 -1.546 -1.016
C -2.176 -0.818 -6.036 0.584
C 0.499 3.065 -1.480 -1.023
C 3.772 0.012 2.500 -1.136
C -2.615 -3.567 -6.116 -0.593
C -2.507 -1.618 3.811 -1.096
C -1.466 3.398 0.676 -1.016
H -0.213 -2.747 -0.203 0.392
H -1.917 4.235 0.125 0.469
H 1.623 0.660 4.649 0.080
H 0.612 0.271 -2.911 0.441
H 0.188 -1.390 -2.430 0.427
H -0.371 -1.254 -4.954 0.419
H 0.291 -1.223 5.228 0.300
H 1.600 -2.697 1.530 0.291
H -1.640 0.799 -2.245 0.217
H -2.794 -4.643 -6.132 0.373
H 0.039 3.934 -1.976 0.522
H 3.414 -0.927 2.952 0.359
H 2.088 -2.942 -0.713 0.406
H -0.779 -3.724 -4.962 0.358
H 0.320 -2.454 2.849 0.360
H -3.514 1.386 4.153 0.355
H -1.013 -1.131 6.422 0.479
H 3.365 2.650 0.710 0.288
H 0.921 2.398 -2.247 0.285
H 1.644 -1.105 -3.423 0.581
H -2.203 2.072 5.110 0.344
H -2.812 1.047 -0.926 0.365
H -1.485 -2.437 1.128 0.313
H 1.324 3.416 -0.839 0.239
H -0.683 3.784 1.347 0.316
H -1.804 -2.356 3.402 0.258
H 3.894 0.355 -2.331 0.523
H -3.236 -1.383 3.028 0.321
H -2.633 1.018 -6.330 0.299
H 4.073 0.651 -0.578 0.379
H 1.183 2.306 4.165 0.395
H 3.838 3.135 2.373 0.503
H -3.028 -2.052 4.674 0.447
H -0.030 0.310 6.063 0.398
H 2.968 1.660 -1.539 0.206
H 2.201 3.508 1.754 0.357
H -3.984 -0.624 -7.230 0.293
H -2.227 2.906 1.298 0.303
H 3.491 -2.124 0.019 0.337
H 4.172 -0.214 1.499 0.262
H 3.433 -2.377 -1.756 0.482
H 4.571 0.432 3.134 0.492
H -3.265 0.825 5.829 0.426
H -2.527 2.358 -2.119 0.441
H 2.874 1.934 4.639 0.563
H -4.386 -3.098 -7.272 0.369